1.
A single C23H25N3O4S molecule. Source: OMol25; level of theory: ωB97M-V/def2-TZVPD.

Structure (ORCA input):
```
! RIJCOSX wB97M-V def2-TZVPD def2/J DEFGRID3
* xyz 0 1
C 2.75 -5.40 -2.75
H 3.16 -6.04 -1.97
C 1.63 -4.53 -2.18
C 0.50 -5.37 -1.60
H 0.87 -5.95 -0.76
C -0.69 -4.52 -1.14
N -0.32 -3.58 -0.10
C -0.47 -3.85 1.20
O -0.95 -4.87 1.65
C 0.02 -2.72 2.11
H 1.00 -2.34 1.79
H 0.05 -3.07 3.14
S -1.11 -1.30 2.13
C -0.54 -0.34 0.77
N 0.38 -0.83 0.02
C 0.86 -0.07 -1.02
C 1.90 -0.56 -1.81
C 2.39 0.20 -2.85
C 1.84 1.45 -3.13
C 0.81 1.95 -2.37
C 0.31 1.19 -1.30
C -0.78 1.71 -0.49
O -1.36 2.75 -0.68
N -1.13 0.87 0.59
C -2.08 1.41 1.55
H -2.62 2.21 1.03
H -2.77 0.64 1.87
C -1.33 2.00 2.77
C -2.27 2.90 3.58
O -2.73 3.98 2.80
C -1.74 4.59 2.07
C -2.00 5.84 1.52
C -1.02 6.49 0.79
C 0.22 5.90 0.61
C 0.48 4.66 1.14
C -0.49 3.99 1.87
O -0.20 2.74 2.36
H 1.44 4.17 1.00
H 0.99 6.41 0.04
H -1.23 7.45 0.36
H -2.97 6.27 1.67
H -1.72 3.27 4.46
H -3.15 2.35 3.90
H -0.94 1.19 3.39
H 0.37 2.91 -2.56
H 2.24 2.03 -3.96
H 3.19 -0.18 -3.46
H 2.32 -1.53 -1.58
H 0.10 -2.69 -0.36
H -1.10 -3.96 -1.98
H -1.46 -5.17 -0.72
H 0.14 -6.07 -2.36
H 1.24 -3.88 -2.97
H 2.04 -3.89 -1.39
H 2.37 -6.03 -3.55
H 3.55 -4.78 -3.15
*
```

The total energy is -1754.92245 hartree. The energy relative to the best compared isomer or geometry (same formula, charge and spin) is 22.9 kJ/mol. The structure (SMILES) is CCCCNC(=O)CSc1nc2ccccc2c(=O)n1C[C@@H]1COc2ccccc2O1. As for the highest occupied orbital energy: -8.38 eV.

Results of the Mulliken charge analysis, in e, for atoms 1 through 2: C -1.4641; H 0.3409

=====

2.
A single C23H25N3O5S molecule at a distorted geometry. Source: OMol25; level of theory: ωB97M-V/def2-TZVPD.

Structure (ORCA input):
```
! RIJCOSX wB97M-V def2-TZVPD def2/J DEFGRID3
* xyz 0 1
C -6.31 -0.25 0.10
N -5.44 0.85 -0.19
S -4.58 0.80 -1.61
O -5.44 0.21 -2.59
O -4.05 2.11 -1.84
C -3.23 -0.34 -1.29
C -1.96 0.14 -1.09
C -0.94 -0.72 -0.70
C -1.23 -2.08 -0.53
C -2.52 -2.56 -0.79
C -3.51 -1.69 -1.17
H -4.51 -2.04 -1.38
H -2.73 -3.62 -0.68
N -0.24 -2.93 -0.11
C 0.99 -2.48 0.17
C 1.36 -1.17 0.04
C 0.41 -0.19 -0.44
O 0.67 1.00 -0.62
C 2.78 -0.85 0.41
O 3.55 -1.74 0.76
N 3.10 0.45 0.36
C 4.42 0.94 0.63
H 4.97 0.15 1.15
H 4.37 1.82 1.28
C 5.17 1.32 -0.66
H 4.59 2.09 -1.19
C 5.44 0.09 -1.55
H 4.86 0.13 -2.47
H 5.18 -0.82 -1.02
C 6.95 0.16 -1.81
H 7.41 -0.82 -1.89
C 7.43 0.94 -0.59
H 8.37 1.47 -0.75
O 6.43 1.90 -0.35
H 7.54 0.27 0.27
H 7.16 0.73 -2.72
H 2.40 1.09 -0.01
H 1.73 -3.19 0.52
H -0.46 -3.91 0.00
H -1.75 1.19 -1.23
C -4.88 1.65 0.88
C -3.57 1.16 1.43
C -3.45 -0.08 2.04
C -2.22 -0.53 2.51
C -1.10 0.28 2.40
C -1.22 1.53 1.83
C -2.44 1.96 1.33
H -2.52 2.93 0.86
H -0.35 2.17 1.74
H -0.15 -0.06 2.78
H -2.15 -1.50 2.97
H -4.32 -0.71 2.17
H -5.63 1.70 1.68
H -4.74 2.65 0.47
H -6.71 -0.59 -0.85
H -5.81 -1.09 0.60
H -7.13 0.10 0.73
*
```

The total energy is -1830.14046 hartree. The energy relative to the best compared isomer or geometry (same formula, charge and spin) is 156.5 kJ/mol. The structure (SMILES) is CN(Cc1ccccc1)S(=O)(=O)c1ccc2[nH]cc(C(=O)NC[C@@H]3CCCO3)c(=O)c2c1. As for the highest occupied orbital energy: -8.85 eV.

Results of the Mulliken charge analysis, in e, for atoms 1 through 2: C -0.9804; N 0.2000